2
Properties=species:S:1:pos:R:3:forces:R:3 method="wB97M-V/def2-TZVPD" charge=+1 total_energy_ha=-108.893708 multiplicity=2
N 0.0000 0.0000 0.6815 0.00 0.00 -11.13
N 0.0000 0.0000 -0.6815 0.00 0.00 11.13

=====

4
Properties=species:S:1:pos:R:3:forces:R:3 method="wB97M-V/def2-TZVPD" smiles="N#N.O=O" total_energy_ha=-259.849356
N 2.2240 0.5383 0.0990 -0.30 -0.96 -0.22
N 1.9080 -0.4847 -0.1349 0.30 0.96 0.22
O -2.4898 0.3839 -0.1073 0.58 -0.56 0.17
O -1.6422 -0.4374 0.1432 -0.57 0.56 -0.17

=====

6
Properties=species:S:1:pos:R:3:forces:R:3 method="wB97M-V/def2-TZVPD" charge=-2 total_energy_ha=-410.273821
N -1.5732 0.8564 0.8295 0.73 0.95 0.65
N 1.2887 -0.8274 -0.8213 0.50 -1.21 -0.95
O -2.3874 1.7952 1.2145 1.43 -0.96 -0.35
O 2.4049 -1.3669 -0.6073 0.49 0.40 0.57
O 0.6034 -1.4763 -1.6433 -0.57 0.43 -0.02
O -0.3363 1.0190 1.0279 -2.57 0.39 0.11

=====

6
Properties=species:S:1:pos:R:3:forces:R:3 method="wB97M-V/def2-TZVPD" smiles="O=NO[N+](=O)[O-]" total_energy_ha=-410.224402
O -2.4586 -0.0668 0.0143 2.10 -0.86 -0.02
N -1.3148 0.2706 0.0404 -1.02 1.83 0.05
O -0.3601 -0.6836 -0.0528 -0.14 -0.38 -0.31
N 1.1151 0.0563 -0.0488 -2.18 -0.11 1.10
O 1.8886 -0.7808 0.0085 1.80 -2.25 -0.42
O 1.1297 1.2043 0.0383 -0.56 1.76 -0.40

=====

7
Properties=species:S:1:pos:R:3:forces:R:3 method="wB97M-V/def2-TZVPD" charge=-1 total_energy_ha=-465.120120
N 0.6880 1.6733 1.5755 1.43 -0.12 0.76
N 0.0130 1.7155 0.6988 -0.64 -0.12 0.76
N 0.0332 -1.2865 -0.5674 0.30 -1.27 0.28
O -0.8233 1.7925 -0.0969 -0.89 0.52 -1.64
O -0.7077 -0.8723 0.3095 -1.07 1.19 1.31
O 0.8202 -0.4922 -1.1414 -0.07 -0.82 -0.31
O -0.0234 -2.5304 -0.7781 0.94 0.61 -1.16

=====

19
Properties=species:S:1:pos:R:3:forces:R:3 method="wB97M-V/def2-TZVPD" charge=+5 total_energy_ha=-1636.102494
Tl -1.0370 6.8644 2.1459 -0.08 0.39 0.14
Tl 3.3345 -2.5972 -0.9559 0.33 -0.25 -0.16
Tl -6.1695 1.0878 -7.4164 -0.32 -0.01 -0.25
N 0.0240 -5.1393 4.9550 -0.29 2.69 2.50
O 0.2516 -4.8240 3.8069 0.60 -0.41 -1.48
O -1.0791 -5.6798 4.9647 0.21 -0.84 0.29
O 0.6269 -4.6609 5.8886 -0.61 -1.70 -1.05
N 2.5383 1.2319 4.0946 1.22 -1.18 2.41
O 2.3461 1.3898 2.9429 -0.26 0.27 -1.21
O 1.9368 1.7931 5.0083 0.55 -0.44 -0.60
O 3.4204 0.4011 4.5024 -1.44 1.41 -0.45
N -2.4243 0.5232 -1.1202 -2.05 1.65 1.19
O -1.9188 -0.3967 -0.5629 2.13 -2.15 1.75
O -2.5660 1.5714 -0.4641 0.33 -0.53 -1.35
O -2.9019 0.2724 -2.1918 -0.41 1.02 -1.57
N 0.9176 2.1248 -6.3672 -3.94 -1.26 -1.16
O -0.2715 2.5171 -6.5626 3.20 -0.24 0.95
O 1.7123 2.0598 -7.2544 1.07 1.15 -1.51
O 1.2595 1.4611 -5.4137 -0.22 0.43 1.55

=====

Here are the calculated relative energy (zero: lowest compared OMol25 entry of this formula, charge and spin) numbers, same order: 45.3, 0.0, 10.9, 14.0, 0.7, 0.0 (kcal/mol).